Run a
The following is a quantum chemistry calculation of a molecular structure, C13H13NO4, from the OMol25 dataset.

Calculated values
- HOMO-LUMO gap: 8.99 eV

Each line ends with the Löwdin charge.
Geometry (Å):
C1 -1.61242 0.89386 -0.49413  -0.012
C2 -0.44947 0.76418 -1.31231  -0.230
C3 -0.42934 1.05932 -2.58638  0.025
C4 0.67172 1.13412 -3.57448  -0.328
O1 0.58589 1.30582 -4.88587  0.000
O2 1.87718 0.95242 -3.03536  0.147
C5 1.94122 0.75864 -1.74572  -0.180
C6 0.93675 0.35973 -0.93485  -0.050
C7 1.09214 0.02990 0.49962  -0.542
O3 1.64900 0.72895 1.36774  0.036
N1 0.57816 -1.02082 0.94299  0.062
H1 -0.03357 -1.58086 0.11551  0.244
C8 0.06289 -1.54428 2.17024  -0.189
C9 -1.12866 -1.43794 2.76248  -0.233
C10 -2.08147 -2.57155 2.91177  0.116
C11 -3.30319 -1.69387 3.24936  -0.085
C12 -3.25579 -0.43656 3.12342  -0.012
O4 -1.85389 -0.16027 2.76875  -0.008
H2 -3.69697 0.23024 3.37917  -0.013
H3 -4.16675 -2.21463 3.58589  0.096
H4 -1.84208 -3.57685 2.90367  0.069
H5 0.77689 -2.31052 2.38875  0.126
H6 0.92842 -0.73145 2.93806  0.250
C13 3.47845 0.43968 -1.19040  0.059
H7 4.25549 0.49974 -1.91206  0.051
H8 3.52508 0.58087 -0.13264  0.047
H9 3.42491 -0.77796 -1.31985  0.136
H10 -1.23892 1.36379 -3.12590  0.098
H11 -2.33222 1.63296 -1.02884  0.144
H12 -2.07870 -0.10235 -0.46672  0.108
H13 -1.25379 1.08874 0.47913  0.069


Run b
The following is a quantum chemistry calculation of C13H13NO4 in the gas phase, from the OMol25 dataset.

Calculated values
- HOMO-LUMO gap: 8.77 eV
- SMILES: CO[C@@]1(CNC(=O)c2ccccc2)C=CC(=O)O1

Each line ends with the Löwdin charge.
Geometry (Å):
O1 -1.14726 -0.89072 -3.76608  0.108
O2 0.12160 0.98809 2.72182  0.061
O3 -0.83814 0.43019 -1.89356  0.029
O4 -1.42833 2.69163 -1.72876  -0.129
C1 -1.56382 -0.15542 -2.86702  -0.475
C2 0.25527 0.27856 1.73851  -0.424
C3 -2.96822 0.03151 -2.59147  0.063
C4 -3.18086 0.97163 -1.59300  0.113
C5 3.30619 -2.75806 2.30838  -0.125
C6 2.72081 -2.21104 3.39584  -0.091
C7 2.68884 -2.72531 1.07356  -0.073
C8 1.68690 -1.27030 3.22954  0.004
C9 1.55745 -1.88611 0.97884  -0.068
C10 1.17157 -0.96653 1.91325  -0.112
N1 -0.54224 0.30728 0.64615  0.105
C11 -0.11490 2.82938 -2.47502  0.025
C12 -1.78187 1.39322 -1.21898  -0.418
C13 -1.45932 1.44613 0.27503  -0.024
H1 -3.65207 -0.55995 -3.19057  0.126
H2 -4.03081 1.32246 -1.08974  0.109
H3 4.27334 -3.34262 2.29574  0.126
H4 3.13856 -2.26308 4.37360  0.097
H5 2.93430 -3.25022 0.12625  0.118
H6 1.23078 -0.76190 4.06647  0.107
H7 1.12493 -1.73306 -0.00333  0.099
H8 -0.48736 -0.45392 -0.00976  0.114
H9 0.56088 2.36854 -1.77227  0.091
H10 -0.02206 3.89751 -2.72994  0.102
H11 -0.17246 2.34859 -3.40758  0.065
H12 -2.47198 1.56172 0.76045  0.146
H13 -0.90972 2.36181 0.43364  0.128


The calculated energies rank the structures as follows, beginning with the most stable: run b, run a.


Run a
The following is a quantum chemistry calculation of a molecular structure, C22H29F7MoN6S3SbSi, from the OMol25 dataset.

Calculated values
- HOMO-LUMO gap (spin up / spin down): 6.22 / 2.97 eV
- Multiplicity: 4

Each line ends with the Mulliken spin population.
Geometry (Å):
Mo1 -0.21797 0.09692 -0.35314  1.633
C1 -3.82477 4.40472 -0.45904  0.000
S1 -4.32547 2.68272 -0.78064  -0.004
C2 -2.76487 1.91662 -0.94804  0.012
S2 -1.36607 2.51482 -0.13744  -0.057
N1 -2.71867 0.90032 -1.74074  -0.013
N2 -1.53747 0.29512 -1.87924  -0.035
C3 -1.25947 -0.23308 -3.05454  0.199
C4 0.04213 -0.75038 -3.16804  0.039
C5 0.58103 -1.29738 -4.34434  0.033
C6 1.89093 -1.70978 -4.35344  0.022
C7 2.64433 -1.56198 -3.18724  0.027
C8 2.05263 -1.02448 -2.06894  0.026
N3 0.78383 -0.60758 -2.03484  -0.036
H1 -4.74217 4.96502 -0.32184  0.000
H2 -3.28497 4.77912 -1.32264  0.000
H3 -3.20057 4.44952 0.42636  0.000
H4 -1.97597 -0.19418 -3.86104  -0.005
H5 -0.05447 -1.38758 -5.21124  0.001
H6 2.32873 -2.14298 -5.23844  0.001
H7 3.66873 -1.88258 -3.12444  -0.001
H8 2.62143 -0.93878 -1.15434  0.008
C9 -2.61487 1.75062 3.10616  0.001
Si1 -1.49057 0.28722 2.57146  0.004
C10 0.31003 0.92782 2.64046  0.034
C11 -1.72137 -1.21828 3.72356  0.009
N4 -1.75427 -0.29298 0.91656  0.121
C12 -2.88697 -1.00438 0.66576  0.012
C13 -4.09077 -0.81098 1.36946  0.038
C14 -5.20557 -1.58688 1.14456  -0.016
C15 -5.17577 -2.62938 0.23196  0.031
C16 -4.02477 -2.83448 -0.51124  -0.016
C17 -2.93717 -2.01508 -0.31364  0.001
F1 -1.85237 -2.21278 -1.11124  0.004
H9 -2.03337 2.45732 3.68946  -0.001
H10 -3.44377 1.42922 3.72796  0.001
H11 -3.02937 2.28832 2.25886  0.000
H12 0.46313 1.80732 2.01486  -0.004
H13 1.03783 0.15542 2.39236  -0.013
H14 0.52023 1.23642 3.65856  0.003
H15 -1.86717 -0.91448 4.75366  0.001
H16 -0.85467 -1.87128 3.69946  0.000
H17 -2.58227 -1.80988 3.42816  -0.001
H18 -4.13227 -0.00928 2.08516  0.000
H19 -6.11367 -1.37588 1.68886  0.000
H20 -6.03387 -3.26528 0.08896  0.002
H21 -3.96147 -3.62228 -1.24634  0.000
F2 0.54893 -2.78298 -0.58584  0.010
Sb1 4.10883 -2.96768 0.81336  0.341
F3 2.94133 -1.16368 2.09456  0.131
F4 4.69153 -1.05288 -0.54754  0.263
F5 4.96933 -4.84448 0.75606  0.167
F6 3.37513 -3.41428 -0.94574  0.019
F7 2.48733 -3.90178 1.49906  0.071
C18 4.10213 3.29562 -1.74214  -0.001
N5 4.25923 2.41302 -0.62394  0.003
C19 5.41333 2.20512 0.08366  0.006
C20 5.12713 1.30682 1.05766  -0.009
N6 3.80853 0.98812 0.95096  0.006
C21 3.28993 1.64732 -0.08524  -0.012
S3 1.64593 1.84052 -0.55454  -0.008
H22 5.04193 3.35462 -2.28394  0.000
H23 3.81513 4.29292 -1.40604  0.001
H24 3.32343 2.91352 -2.40014  0.004
H25 6.33013 2.69452 -0.16654  0.000
H26 5.74673 0.86512 1.80586  -0.002
H27 3.39113 0.18362 1.45776  0.014
C22 0.44943 -1.87538 0.43266  -0.057
H28 1.45973 -1.78528 0.84546  0.000
H29 -0.19177 -2.35238 1.18796  -0.011


Run b
The following is a quantum chemistry calculation of a molecular structure, C22H29F7MoN6S3SbSi, from the OMol25 dataset.

Calculated values
- HOMO-LUMO gap (spin up / spin down): 6.20 / 6.06 eV
- Multiplicity: 4

Each line ends with the Mulliken spin population.
Geometry (Å):
Mo1 1.18070 0.44604 -0.10384  1.920
C1 5.12907 1.97482 2.92242  -0.001
S1 5.50339 2.04730 1.15911  -0.001
C2 4.11667 1.28277 0.44870  0.013
S2 2.97200 0.43494 1.42844  -0.053
N1 4.06439 1.33509 -0.85404  -0.019
N2 2.96167 0.70437 -1.32879  -0.073
C3 2.87212 0.52133 -2.59713  0.076
C4 1.70534 -0.22263 -3.02995  0.069
C5 1.51452 -0.65996 -4.33210  0.007
C6 0.45380 -1.50559 -4.60438  0.024
C7 -0.36580 -1.91508 -3.56251  0.021
C8 -0.12509 -1.42631 -2.29210  0.089
N3 0.85704 -0.56213 -2.03673  -0.038
H1 5.91473 2.55590 3.40232  0.000
H2 5.15780 0.95403 3.29437  0.001
H3 4.16297 2.42884 3.13086  0.000
H4 3.65479 0.84780 -3.27090  -0.003
H5 2.21253 -0.35835 -5.10058  -0.001
H6 0.28690 -1.86634 -5.61044  0.001
H7 -1.17596 -2.61204 -3.71948  0.000
H8 -0.70601 -1.74115 -1.43966  -0.065
C9 -2.21004 -0.80794 0.50518  -0.009
Si1 -0.82408 -1.67942 1.45433  0.010
C10 -1.17980 -3.53838 1.32802  0.004
C11 -0.99609 -1.12749 3.23124  0.006
N4 0.75312 -1.44914 0.68020  -0.013
C12 1.73319 -2.41275 0.97779  -0.013
C13 1.80805 -3.04498 2.22763  0.028
C14 2.77269 -3.98877 2.53938  -0.008
C15 3.73370 -4.34837 1.60917  0.015
C16 3.70000 -3.75070 0.35872  -0.008
C17 2.72057 -2.82561 0.07413  -0.014
F1 2.73471 -2.30133 -1.18084  -0.004
H9 -3.06167 -1.49403 0.43173  -0.001
H10 -1.92607 -0.49643 -0.50662  0.009
H11 -2.50764 0.09442 1.04548  -0.002
H12 -1.26566 -3.99446 2.31730  0.001
H13 -0.39755 -4.07816 0.79369  0.000
H14 -2.12587 -3.71631 0.80990  0.000
H15 -1.93232 -1.53515 3.62760  0.003
H16 -1.05193 -0.04113 3.30234  -0.001
H17 -0.19243 -1.47471 3.88136  -0.002
H18 1.08997 -2.76747 2.98787  0.002
H19 2.77492 -4.43467 3.52569  0.000
H20 4.49635 -5.07707 1.84669  0.001
H21 4.42036 -3.99241 -0.41175  -0.001
F2 -0.19909 0.93568 1.13625  0.056
Sb1 -1.14529 3.32082 2.06961  0.001
F3 1.30336 2.37496 -0.36570  0.037
F4 0.12389 2.90845 3.52249  0.000
F5 -2.09827 4.64817 3.10639  0.000
F6 -2.23950 1.93384 2.82955  0.000
F7 -2.68482 2.99516 0.49608  -0.002
C18 -3.70366 4.35858 -2.08543  0.008
N5 -4.27469 3.11386 -1.59070  0.008
C19 -5.25913 3.02331 -0.64091  0.000
C20 -5.35450 1.72369 -0.27937  0.004
N6 -4.42328 1.04787 -1.02237  0.004
C21 -3.75899 1.90571 -1.79631  0.012
S3 -2.38847 1.53685 -2.82769  0.123
H22 -4.46202 5.13361 -2.02014  0.000
H23 -3.39297 4.23223 -3.11835  -0.001
H24 -2.85570 4.61383 -1.44659  -0.003
H25 -5.76057 3.89388 -0.26092  0.000
H26 -5.96644 1.23852 0.45760  0.000
H27 -4.13422 0.09004 -0.88113  -0.002
C22 -1.11767 1.98783 -1.74082  0.674
H28 -0.17443 2.31556 -2.15342  -0.015
H29 -1.44755 2.28636 -0.74789  0.123


The calculated energies rank the structures as follows, beginning with the most stable: run b, run a.


Run a
The following is a quantum chemistry calculation of a molecular structure, C3H6N3O, from the OMol25 dataset.

Calculated values
- HOMO-LUMO gap: 9.50 eV
- Total charge: +1

Each line ends with the Löwdin charge.
Geometry (Å):
C1 0.99676 0.36804 0.32594  -0.081
C2 -1.81168 -0.11399 -0.00451  -0.179
C3 -0.84527 -1.18551 -0.27768  -0.070
N1 0.53008 -0.84247 0.04351  0.077
N2 -0.88179 1.47458 -0.50223  0.075
N3 0.30885 1.46320 0.16084  -0.014
O1 -2.89405 0.03962 0.37117  0.242
H1 2.00187 0.44820 0.70959  0.166
H2 -1.14204 -2.06053 0.31044  0.159
H3 -0.92995 -1.44818 -1.34304  0.162
H4 1.16577 -1.62309 0.11501  0.167
H5 -1.47870 2.25240 -0.24153  0.108
H6 0.70776 2.35609 0.44392  0.186


Run b
The following is a quantum chemistry calculation of a gas-phase ion, C3H6N3O (charge +1), from the OMol25 dataset.

Calculated values
- HOMO-LUMO gap (spin up / spin down): 8.39 / 8.39 eV
- Total charge: +1

Each line ends with the Löwdin charge.
Geometry (Å):
C1 -1.18615 0.14297 -0.67652  0.102
C2 0.16528 0.84801 -0.95391  -0.434
C3 0.59864 -1.61080 1.69625  -0.035
N1 1.12006 0.31463 -0.36554  0.321
N2 0.15907 -1.15059 0.48839  -0.037
N3 0.19061 1.93086 -1.73787  0.161
O1 -1.01849 -0.78135 0.15240  0.088
H1 -2.10185 0.39448 -1.31575  0.196
H2 1.62703 -1.46517 1.72374  0.092
H3 0.09168 -1.09667 2.56018  0.121
H4 -0.02012 -2.60124 1.88611  0.170
H5 -0.61393 2.52776 -1.84132  0.123
H6 0.98817 2.54711 -1.61617  0.134


The calculated energies rank the structures as follows, beginning with the most stable: run a, run b.


Run a
The following is a quantum chemistry calculation of a gas-phase ion, C6H8N (charge +1), from the OMol25 dataset.

Calculated values
- HOMO-LUMO gap (spin up / spin down): 7.23 / 8.08 eV
- Total charge: +1

Each line ends with the Löwdin charge.
Geometry (Å):
C1 2.10260 0.06324 0.14004  -0.048
C2 1.15673 -0.75501 -0.11833  0.026
C3 3.30628 0.55320 -0.10263  0.085
C4 0.08252 -1.66514 0.08861  -0.134
C5 -1.54902 0.55959 -0.76884  -0.008
C6 -0.91525 -0.57872 -0.15915  -0.122
N1 -1.52763 0.39499 0.72119  0.114
H1 3.97289 1.18267 0.41408  0.061
H2 3.62036 0.30898 -1.11266  0.089
H3 0.01571 -2.45846 -0.68887  0.148
H4 0.09380 -2.20905 1.00593  0.129
H5 -1.02663 1.30670 -1.35930  0.141
H6 -2.43773 0.25628 -1.24199  0.112
H7 -1.27595 1.23276 1.31870  0.209
H8 -2.45745 0.18796 1.17242  0.197


Run b
The following is a quantum chemistry calculation of a gas-phase ion, C6H8N (charge +1), from the OMol25 dataset.

Calculated values
- HOMO-LUMO gap (spin up / spin down): 8.13 / 7.45 eV
- Total charge: +1

Each line ends with the Löwdin charge.
Geometry (Å):
C1 -0.39128 1.51097 1.38805  0.229
C2 0.29650 0.48523 1.74497  -0.175
C3 -0.64917 0.37701 -0.87043  -0.122
C4 -1.86150 -0.00774 -1.17459  0.075
C5 1.44125 -0.30271 -1.52710  0.204
C6 0.71546 -0.63810 0.87114  -0.092
N1 0.48628 -0.31593 -0.61345  -0.125
H1 -1.02033 2.34146 1.54456  0.067
H2 0.36505 0.09478 2.82177  0.161
H3 -2.10483 -1.02653 -1.51435  0.094
H4 -2.69024 0.74801 -0.94560  0.112
H5 2.43570 -0.79286 -1.30544  0.140
H6 1.23905 0.11432 -2.52742  0.132
H7 1.70257 -1.04254 1.06617  0.129
H8 0.03549 -1.54538 1.04172  0.171


The calculated energies rank the structures as follows, beginning with the most stable: run b, run a.